This record from OMol25 describes 22 unconnected molecules or ions with the total composition C44H132O22S22. The level of theory is wB97M-V/def2-TZVPD.

E_tot = -331171.332 eV
gap between HOMO and LUMO = 8.410 eV

Each line ends with the Mulliken charge.
CARTESIAN COORDINATES (ANGSTROEM)
C  -0.10464  -3.34404  -4.83371  -1.0043
S  -0.13936  -1.92753  -3.86473  1.1146
O  1.32114  -1.45185  -3.84169  -0.8874
C  -0.76369  -0.91232  -5.13042  -0.5675
H  0.37871  -3.19626  -5.80934  0.3978
H  -1.11581  -3.73651  -4.81481  0.2877
H  0.45903  -4.12001  -4.35841  0.1154
H  -0.72820  0.11893  -4.78810  -0.2294
H  -1.77833  -1.11927  -5.38903  0.2013
H  -0.04214  -1.06631  -5.97275  0.4093
C  -3.06376  -5.14237  1.07440  -1.2390
S  -1.98735  -3.82412  0.82922  0.9219
O  -2.43980  -3.39175  -0.57174  -0.5688
C  -2.63292  -2.65933  1.94486  -0.5168
H  -3.03255  -5.44564  2.11505  0.4253
H  -2.71296  -5.97242  0.48037  0.3574
H  -4.10963  -4.86387  0.76294  0.2540
H  -2.51893  -3.02462  2.98017  0.4527
H  -3.69511  -2.51412  1.76060  0.1628
H  -2.05874  -1.72908  1.83456  -0.1552
C  6.61833  -3.78339  2.81519  -1.0368
S  5.99873  -2.10012  2.56493  0.5865
O  4.49875  -2.20164  2.52273  -0.3275
C  6.55951  -1.97068  0.93491  -0.2715
H  6.10177  -4.40570  2.10075  0.1836
H  6.40349  -4.13274  3.81949  0.3155
H  7.67873  -3.74782  2.57558  0.4111
H  7.67820  -2.02483  0.96483  0.5017
H  6.19792  -0.96284  0.67051  -0.2277
H  6.19066  -2.79187  0.30381  -0.0436
C  -5.05027  0.77567  -0.23293  0.2425
S  -5.15570  -0.01804  1.36721  0.6594
O  -3.90228  0.34896  2.04735  -0.3314
C  -6.49977  1.00644  1.84361  -1.1598
H  -4.21498  0.39496  -0.78251  -0.6296
H  -4.88371  1.85479  -0.05970  -0.4069
H  -5.96104  0.64025  -0.83708  0.6393
H  -6.71646  1.03941  2.91489  0.2500
H  -7.33187  0.45317  1.37017  0.4725
H  -6.37246  1.97030  1.33494  0.3201
C  7.08894  2.00075  -1.20285  -1.1852
S  5.38249  2.37366  -1.22743  0.9198
O  5.06977  2.85477  -2.62357  -0.6787
C  4.71057  0.70469  -1.07910  0.2868
H  7.33002  1.29622  -2.00188  0.3373
H  7.28149  1.59261  -0.19397  0.2801
H  7.54985  3.00577  -1.36744  0.4015
H  5.17554  0.04688  -1.82932  0.6336
H  3.64463  0.73052  -1.39782  -0.5579
H  4.81265  0.34933  -0.07820  -0.3618
C  -0.03233  4.42569  -2.70020  -0.2570
S  -0.19847  2.92016  -3.53483  1.3322
O  -0.01287  3.06710  -4.99155  -0.8050
C  1.35277  2.25140  -2.90993  0.2635
H  0.76137  5.08798  -3.08512  0.4154
H  0.16964  4.24153  -1.69863  -0.5406
H  -1.04683  4.82521  -2.71658  0.0516
H  1.49077  1.29873  -3.39838  -0.2343
H  1.16765  2.07592  -1.85791  -0.6808
H  2.25152  2.97598  -2.97753  0.2465
C  -0.49407  7.33749  0.08496  0.0377
S  -1.27988  8.28291  -1.23782  0.2760
O  -1.99971  7.33963  -2.13270  -0.5310
C  0.12407  8.71309  -2.15673  -0.7205
H  -0.18229  6.41494  -0.40591  -0.5842
H  -1.24851  7.13371  0.83911  0.3328
H  0.37715  7.91031  0.48059  0.4237
H  -0.19881  9.36433  -3.01807  0.3353
H  0.52073  7.79599  -2.63546  0.0879
H  0.97272  9.18453  -1.63668  0.3514
C  -4.71342  -1.95635  -2.54512  -0.0973
S  -4.41868  -3.14105  -3.79080  0.0691
O  -2.97272  -3.01768  -4.10414  -0.5208
C  -4.58467  -4.55373  -2.80327  -0.2018
H  -4.63192  -1.03713  -3.04507  0.0110
H  -3.93226  -2.07553  -1.81515  -0.3210
H  -5.65834  -2.05183  -2.02819  0.5284
H  -3.90210  -4.42974  -1.95468  -0.4266
H  -4.27518  -5.36152  -3.43085  0.3136
H  -5.63116  -4.65730  -2.48949  0.4631
C  -7.08333  -4.36312  3.23453  -1.0159
S  -5.89619  -3.56812  4.39643  0.3254
O  -4.95679  -2.64694  3.64492  -0.3985
C  -7.17080  -2.47824  5.06722  -0.9069
H  -6.46842  -5.15254  2.79108  0.3007
H  -7.60993  -3.67759  2.56353  0.2782
H  -7.81144  -4.77311  3.92719  0.4735
H  -6.64575  -1.87642  5.81398  0.3146
H  -7.98203  -3.03276  5.54219  0.4256
H  -7.51548  -1.92784  4.14961  0.1823
C  4.50309  -1.06119  -5.45752  -0.6926
S  3.37618  -0.28409  -6.57364  0.5978
O  3.98633  -0.56647  -7.94382  -0.7359
C  3.86385  1.36750  -6.14673  -0.6757
H  5.48685  -0.60360  -5.52336  0.5494
H  4.43591  -2.10612  -5.62863  0.3342
H  4.04029  -0.96104  -4.47997  -0.0920
H  3.36143  1.53784  -5.20414  -0.0128
H  3.46184  2.09267  -6.84736  0.4049
H  4.95027  1.47537  -6.08787  0.3446
C  -5.63858  5.67399  -2.26950  -0.8869
S  -5.21459  4.96655  -0.71716  0.4616
O  -5.94942  3.69182  -0.59193  -0.6255
C  -3.58237  4.45081  -1.19395  0.9068
H  -5.33676  4.99003  -3.08153  0.0653
H  -4.96410  6.53999  -2.37968  0.3559
H  -6.68351  5.84527  -2.34458  0.4356
H  -3.06460  4.13002  -0.28241  -0.4761
H  -3.02565  5.24301  -1.71334  0.1126
H  -3.74847  3.57314  -1.78297  -0.2948
C  -3.29709  3.56005  -5.06357  -0.7054
S  -3.13256  1.92276  -4.37592  1.1490
O  -4.18456  1.83779  -3.28911  -0.7379
C  -3.82555  0.99203  -5.72373  -1.1925
H  -4.23994  3.83750  -5.59402  0.3500
H  -2.43031  3.85251  -5.64486  0.3724
H  -3.38784  4.10009  -4.13237  -0.1086
H  -4.79753  1.34097  -6.00189  0.5227
H  -3.93819  -0.04399  -5.32397  0.0697
H  -3.09989  1.10926  -6.57014  0.3748
C  2.25276  -6.95781  3.05572  -1.1899
S  1.33769  -6.01491  1.80321  0.6521
O  -0.10352  -6.05570  2.17804  -0.6431
C  1.87553  -4.37358  2.24904  0.0002
H  1.95315  -7.99131  2.96040  0.4033
H  2.10244  -6.61900  4.09812  0.3172
H  3.32489  -6.91567  2.77645  0.3295
H  2.90144  -4.26988  1.86510  0.0079
H  1.73862  -4.15931  3.29662  0.4272
H  1.25836  -3.72056  1.63063  -0.4318
C  0.33410  -6.61801  -1.32345  -0.1717
S  0.10277  -6.79999  -3.05767  0.6198
O  0.40680  -8.18956  -3.51484  -0.7569
C  -1.65677  -6.53208  -2.94753  -0.8725
H  -0.41695  -5.87973  -0.97223  -0.1681
H  1.33170  -6.27916  -1.03505  0.0556
H  0.21844  -7.60969  -0.91027  0.4015
H  -1.71226  -5.47427  -2.63521  0.0156
H  -2.14255  -7.20285  -2.22106  0.4111
H  -2.09784  -6.66936  -3.92593  0.4872
C  3.19696  4.62617  -0.63395  0.5387
S  3.15811  6.41528  -0.61332  0.7917
O  3.21777  6.67362  0.86049  -0.7137
C  4.80980  6.51893  -1.08396  -1.1452
H  2.19830  4.35153  -0.27498  -0.6870
H  3.92962  4.25918  0.06869  -0.2313
H  3.34263  4.24733  -1.64675  0.3632
H  5.44943  6.03719  -0.37663  0.2969
H  5.05151  7.59353  -1.11728  0.3836
H  4.92080  6.12936  -2.09948  0.3496
C  3.34660  -3.83162  -3.31386  0.2579
S  4.09869  -4.00368  -1.75524  0.7068
O  3.04107  -4.53045  -0.78743  -0.5228
C  5.13149  -5.34815  -2.10856  -1.3110
H  2.68121  -2.92458  -3.39015  -0.5994
H  2.93661  -4.75772  -3.72536  0.3246
H  4.21169  -3.47887  -3.94402  0.1249
H  4.53126  -6.16919  -2.51809  0.3903
H  5.53321  -5.72488  -1.16363  0.3571
H  5.90743  -5.04281  -2.77688  0.4355
C  -1.28816  2.60716  2.55300  -0.6382
S  -0.67642  3.80693  1.42602  1.1316
O  -1.54786  4.99859  1.74074  -0.6886
C  0.84955  4.22270  2.22759  -0.7168
H  -0.61443  1.75912  2.61499  -0.1042
H  -2.20542  2.31984  2.08644  -0.2504
H  -1.29667  3.08967  3.54569  0.6533
H  1.16376  5.19987  1.85517  0.2032
H  1.58569  3.43084  1.94313  -0.2174
H  0.69950  4.24241  3.31171  0.5948
C  3.99830  -3.21287  7.39778  -1.1200
S  4.02145  -2.60737  5.74899  0.6358
O  2.56116  -2.82483  5.35154  -0.7870
C  4.15981  -0.86516  6.17649  -0.6625
H  3.37486  -2.56405  8.06539  0.3257
H  5.02253  -3.37805  7.81223  0.3465
H  3.53187  -4.18039  7.40458  0.3701
H  5.14411  -0.62540  6.61400  0.4208
H  3.36591  -0.80937  6.93401  0.4441
H  3.83138  -0.26880  5.31909  -0.2251
C  0.09263  -1.69308  4.39179  0.6988
S  0.21123  -0.30122  5.45877  0.2820
O  0.85853  0.80193  4.72483  -0.5049
C  -1.51517  0.14709  5.57576  -0.7149
H  1.02374  -2.23664  4.52119  -0.6219
H  -0.08522  -1.27448  3.37183  -0.2759
H  -0.75309  -2.22652  4.82530  0.5493
H  -1.47185  0.98970  6.27074  0.4977
H  -2.06444  -0.66383  6.09564  0.4435
H  -2.05899  0.44276  4.67005  -0.3248
C  -4.17194  2.53710  5.39866  -0.5765
S  -5.67204  2.97081  4.52352  0.5054
O  -6.35714  3.95886  5.46271  -0.7296
C  -4.97984  3.99072  3.22534  -0.5885
H  -3.60506  1.79266  4.85562  -0.2884
H  -4.49747  2.00241  6.27155  0.4957
H  -3.76779  3.45477  5.75684  0.4729
H  -4.39119  3.34098  2.58593  -0.2501
H  -4.48966  4.79820  3.70053  0.6015
H  -5.74651  4.38633  2.52699  0.3546
C  1.00679  -1.31111  -0.60932  -0.6960
S  -0.02129  -0.09825  0.24644  1.1794
O  0.73096  1.19453  0.27961  -0.3156
C  -1.32250  -0.05127  -0.92020  0.8242
H  1.29822  -0.92787  -1.58816  -0.2571
H  0.46510  -2.23482  -0.66100  0.3303
H  1.89299  -1.33159  0.02918  0.4212
H  -1.94727  -0.93685  -0.77737  -0.5034
H  -0.84197  -0.05067  -1.88906  -0.9864
H  -1.80052  0.89858  -0.75282  0.2753
C  3.34990  1.20694  2.73852  0.0245
S  5.07073  1.48630  3.13894  0.2909
O  5.95197  1.10085  1.95856  -0.5751
C  4.85414  3.23963  3.12897  -0.6288
H  3.29640  0.11486  2.71335  -0.1465
H  3.25893  1.60667  1.74121  -0.2303
H  2.70281  1.66487  3.47580  0.6623
H  4.15587  3.53127  3.91358  0.4044
H  4.44345  3.52431  2.13231  -0.1570
H  5.83566  3.75698  3.28007  0.4147



This record from OMol25 describes a single C19H26N2OS molecule. The level of theory is wB97M-V/def2-TZVPD.

SMILES = CCCCCCCCNC(=O)/C(C#N)=C/c1ccc(SC)cc1
E_tot = -35988.215 eV
gap between HOMO and LUMO = 7.662 eV

Each line ends with the natural charge from an NBO analysis.
CARTESIAN COORDINATES (ANGSTROEM)
C  -7.07879  1.33852  0.21195  -0.6070
C  -6.78277  0.63515  1.53178  -0.3908
C  -5.38410  0.01840  1.58251  -0.3901
C  -5.23942  -1.21268  0.68772  -0.4051
C  -3.82460  -1.80868  0.70986  -0.3899
C  -2.96810  -1.43053  -0.50063  -0.3930
C  -2.69296  0.06761  -0.61023  -0.4064
C  -1.77388  0.41104  -1.78606  -0.2217
N  -0.43320  -0.09212  -1.59954  -0.6093
C  0.59563  0.70309  -1.24208  0.6781
O  0.51126  1.91161  -1.14127  -0.6331
C  1.89232  -0.01783  -0.98859  -0.3039
C  2.96798  0.74376  -0.67490  -0.0099
C  4.31880  0.36638  -0.36739  -0.1573
C  5.23025  1.38081  -0.04476  -0.1418
C  6.54184  1.10162  0.27012  -0.2104
C  6.98699  -0.21678  0.26964  -0.1630
C  6.09265  -1.24024  -0.05463  -0.2293
C  4.78525  -0.95681  -0.36661  -0.1393
H  4.11489  -1.76387  -0.61307  0.2311
H  6.44597  -2.26012  -0.05512  0.2244
S  8.62795  -0.70918  0.65382  0.2848
C  9.48265  0.84542  1.04133  -0.7438
H  10.49980  0.56255  1.29407  0.2408
H  9.48716  1.49521  0.17122  0.2219
H  9.01181  1.32591  1.89383  0.2223
H  7.20792  1.91376  0.51354  0.2106
H  4.89505  2.40800  -0.04069  0.2145
H  2.75931  1.80915  -0.65086  0.2444
C  1.86121  -1.41612  -1.07979  0.2638
N  1.73213  -2.55680  -1.17124  -0.3246
H  -0.30097  -1.09157  -1.62621  0.4094
H  -2.18055  -0.00200  -2.71445  0.1926
H  -1.68665  1.49568  -1.88335  0.2360
H  -2.23030  0.42543  0.31191  0.2059
H  -3.63142  0.60351  -0.75259  0.2051
H  -2.01997  -1.96879  -0.42174  0.1968
H  -3.46656  -1.77072  -1.41222  0.1933
H  -3.89338  -2.89832  0.73554  0.2069
H  -3.31249  -1.49588  1.62222  0.1965
H  -5.50508  -0.96061  -0.33946  0.1929
H  -5.95446  -1.96391  1.03088  0.2028
H  -4.65173  0.77596  1.30031  0.1940
H  -5.16935  -0.27793  2.61252  0.1997
H  -7.52820  -0.14472  1.70396  0.1930
H  -6.87291  1.36209  2.34248  0.1994
H  -7.07634  0.63581  -0.61734  0.1992
H  -8.05690  1.81290  0.24804  0.2099
H  -6.33368  2.10688  0.01558  0.1997